Molecular formula: C42H38ClFN5O3PSTa
Method: DFT, ωB97M-V with the def2-TZVPD basis set

XYZ file:
```
93
Properties=species:S:1:pos:R:3
Ta 0.01 -0.77 -0.65
C -0.76 0.03 -6.16
C 0.39 0.37 -5.29
N 1.50 0.91 -5.66
N 2.25 0.99 -4.51
C 1.62 0.49 -3.44
S 2.15 0.22 -1.86
N 0.43 0.12 -3.93
N -0.52 -0.49 -3.12
H -0.54 0.34 -7.17
H -1.67 0.53 -5.82
H -0.93 -1.05 -6.14
H 3.18 1.37 -4.54
H -0.80 -1.38 -3.54
H -1.35 0.09 -3.05
C 3.13 4.94 1.56
C 2.95 4.24 2.75
C 2.36 2.99 2.73
C 1.94 2.43 1.53
C 2.11 3.14 0.34
C 2.72 4.39 0.36
P 1.13 0.80 1.44
C 0.31 0.57 3.04
C -0.44 1.61 3.57
C -1.15 1.43 4.75
C -1.12 0.21 5.40
C -0.38 -0.84 4.87
C 0.33 -0.66 3.69
C 2.34 -0.53 1.32
C 3.54 -0.72 2.01
C 4.27 -1.86 1.76
C 3.80 -2.80 0.83
C 2.61 -2.59 0.16
C 1.85 -1.44 0.39
H 3.59 5.92 1.58
H 3.26 4.68 3.69
H 2.21 2.45 3.66
H 1.76 2.72 -0.59
H 2.85 4.94 -0.57
H -0.46 2.57 3.08
H -1.73 2.25 5.16
H -1.68 0.06 6.31
H -0.35 -1.80 5.37
H 0.91 -1.49 3.28
H 3.88 0.02 2.73
H 5.21 -2.04 2.27
H 4.38 -3.69 0.64
H 2.29 -3.32 -0.57
F -1.03 -0.98 0.87
C -4.26 2.96 3.00
C -3.01 3.61 2.49
C -2.33 4.57 3.23
C -1.16 5.14 2.74
Cl -0.32 6.31 3.71
C -0.65 4.77 1.52
C -1.32 3.81 0.76
C -2.48 3.25 1.24
O -3.20 2.28 0.58
C -3.01 2.11 -0.81
C -2.05 0.96 -1.05
O -0.77 1.19 -0.98
O -2.45 -0.19 -1.28
H -4.51 3.34 3.99
H -4.13 1.87 3.06
H -5.10 3.14 2.33
H -2.71 4.87 4.19
H 0.27 5.21 1.16
H -0.89 3.49 -0.18
H -2.65 3.02 -1.28
H -3.98 1.83 -1.22
C 0.16 -4.02 -5.31
C -1.05 -4.15 -4.63
C -1.17 -3.72 -3.32
C -0.07 -3.15 -2.67
C 1.14 -3.03 -3.35
C 1.25 -3.46 -4.67
N -0.22 -2.64 -1.34
C -0.62 -3.70 -0.43
C -1.82 -3.60 0.27
C -2.21 -4.62 1.12
C -1.43 -5.76 1.26
C -0.26 -5.88 0.52
C 0.14 -4.85 -0.32
H 0.25 -4.36 -6.34
H -1.90 -4.60 -5.13
H -2.10 -3.82 -2.78
H 2.00 -2.61 -2.83
H 2.20 -3.38 -5.18
H -2.45 -2.72 0.15
H -3.14 -4.53 1.67
H -1.74 -6.56 1.92
H 0.35 -6.77 0.60
H 1.04 -4.97 -0.91
```

F_max in Eh/bohr: 0.0141
HOMO in eV: -10.4
Net charge: +1

Mulliken atomic charge list, values in e, 5 entries: Ta 0.92; C -1.25; C 1.00; N -0.87; N 0.27